(1)
The following is a quantum chemistry calculation of one molecule with the formula H5N5 in a non-equilibrium geometry, from the OMol25 dataset.

## Properties
- Energy above the lowest of the compared OMol25 structures with the same formula, charge and spin: 33.1 kcal per mole
- Multiplicity: 1
- HOMO-LUMO gap: 9.154 eV

Each line ends with the Löwdin charge.
Cartesian coordinates (Å):
N 0.44 1.32 0.10  0.0458
N 0.30 0.02 0.20  -0.3584
N -0.83 -0.66 0.15  -0.0506
N 1.47 -0.83 0.05  0.0857
N -1.99 0.15 0.16  -0.0066
H 1.30 1.69 -0.23  0.0188
H 1.33 -1.80 -0.21  0.0757
H 2.30 -0.71 0.60  0.0709
H -2.53 -0.28 -0.59  0.0647
H -1.79 1.10 -0.22  0.0541

***

(2)
The following is a quantum chemistry calculation of C6H9NaO6 as an isolated structure in a non-equilibrium geometry, from the OMol25 dataset.

## Properties
- Energy above the lowest of the compared OMol25 structures with the same formula, charge and spin: 78.2 kcal per mole
- Multiplicity: 1
- HOMO-LUMO gap (alpha / beta): 6.185 / 4.580 eV

Each line ends with the Löwdin charge.
Cartesian coordinates (Å):
O 2.78 0.38 2.35  -0.0247
C 1.59 0.62 1.77  -0.5373
C 3.51 1.61 2.47  -0.1348
O 1.54 0.30 0.49  -0.1741
O 1.26 1.93 1.98  -0.0808
C 2.41 2.67 2.42  -0.1433
H 4.21 1.69 1.62  0.1196
H 4.06 1.60 3.42  0.1208
H 2.61 3.46 1.68  0.1120
H 2.19 3.11 3.40  0.1179
Na 0.18 1.94 -0.75  0.7666
C 0.51 -1.03 -0.89  -0.0587
C -0.21 -1.93 0.05  -0.1910
O -0.73 -3.16 -0.62  0.0312
C -1.50 -3.95 0.10  -0.6637
O -1.87 -3.75 1.24  0.0981
O -1.66 -5.11 -0.54  0.1354
H 1.51 -1.39 -1.19  0.0683
H 0.03 -1.09 -1.89  0.0554
H -1.07 -1.42 0.50  0.1219
H 0.44 -2.28 0.87  0.1320
H -1.92 -5.78 0.10  0.1294

***

(3)
The following is a quantum chemistry calculation of C48H42N4O2P2SZr as an isolated structure in a non-equilibrium geometry, from the OMol25 dataset.

## Properties
- Total charge: +2
- Energy above the lowest of the compared OMol25 structures with the same formula, charge and spin: 0.0 kcal per mole
- Multiplicity: 1
- HOMO-LUMO gap: 5.855 eV

Each line ends with the Löwdin charge.
Cartesian coordinates (Å):
Zr 0.29 1.50 -0.40  1.7281
C -0.81 -4.39 0.71  -0.1941
N -0.44 -3.00 0.61  -0.5034
P -1.73 -1.82 0.16  1.0408
C -3.29 -2.21 1.14  -0.3565
C -3.94 -1.35 2.02  -0.0945
C -5.14 -1.73 2.65  -0.0590
C -5.61 -3.05 2.47  -0.0623
C -5.10 -3.77 1.41  -0.0640
C -3.96 -3.35 0.73  -0.1313
C -2.16 -2.42 -1.53  -0.4086
C -1.35 -3.28 -2.30  -0.0763
C -1.87 -3.81 -3.49  -0.0656
C -3.17 -3.55 -3.88  -0.0824
C -3.90 -2.61 -3.19  -0.0669
C -3.37 -2.03 -2.02  -0.1376
P 1.31 -2.47 0.62  1.0110
C 2.09 -3.64 -0.45  -0.4157
C 2.16 -5.01 -0.06  -0.0808
C 2.39 -5.94 -1.09  -0.0723
C 2.79 -5.55 -2.39  -0.0591
C 2.89 -4.17 -2.66  -0.0739
C 2.60 -3.24 -1.67  -0.1208
C 1.83 -2.85 2.29  -0.4168
C 3.20 -3.00 2.51  -0.0954
C 3.70 -3.06 3.82  -0.0615
C 2.89 -2.70 4.89  -0.0787
C 1.53 -2.57 4.68  -0.1053
C 1.02 -2.68 3.41  -0.1291
H -1.85 -4.63 1.03  0.0770
H -0.30 -4.83 1.58  0.0782
H -0.65 -4.92 -0.26  0.0834
H -3.52 -0.37 2.19  0.0710
H -5.52 -1.05 3.41  0.1076
H -6.36 -3.51 3.11  0.1148
H -5.59 -4.69 1.07  0.1212
H -3.54 -3.91 -0.09  0.1003
H -0.43 -3.65 -1.90  0.0709
H -1.27 -4.53 -4.05  0.1127
H -3.57 -3.99 -4.78  0.1089
H -4.85 -2.27 -3.63  0.1181
H -3.98 -1.33 -1.42  0.1134
H 1.87 -5.44 0.91  0.1141
H 2.43 -7.03 -0.82  0.1223
H 3.16 -6.33 -3.10  0.1266
H 3.25 -3.83 -3.64  0.1121
H 2.84 -2.25 -1.93  0.0720
H 3.84 -3.09 1.63  0.1058
H 4.72 -3.47 3.92  0.1183
H 3.27 -2.63 5.90  0.1076
H 0.80 -2.29 5.44  0.1121
H -0.08 -2.63 3.25  0.1090
C 0.54 0.82 3.99  -0.0219
C -0.66 1.36 4.42  -0.0108
C -1.70 1.70 3.53  0.0235
C -1.44 1.71 2.17  -0.1601
N -0.11 1.31 1.74  -0.0864
C 0.76 0.82 2.60  -0.1217
C -2.24 2.14 1.02  -0.2228
C -3.43 2.94 1.14  0.0038
C -4.26 3.19 0.05  -0.0380
C -3.85 2.64 -1.15  -0.0598
C -2.69 1.93 -1.33  -0.1052
C -1.81 1.88 -0.28  -0.3003
H 1.27 0.37 4.70  0.1312
H -0.80 1.56 5.47  0.1251
H -2.60 2.03 4.01  0.1219
H 1.62 0.26 2.14  0.1213
H -3.72 3.37 2.11  0.1251
H -5.04 3.90 0.17  0.1121
H -4.40 2.74 -2.08  0.1173
H -2.48 1.62 -2.35  0.1078
O 1.50 0.00 -1.30  -0.3519
N 1.27 0.32 -2.56  -0.0417
O 0.21 1.08 -2.64  -0.2185
N 1.10 3.38 -0.68  -0.4344
S 1.91 3.88 -2.10  1.1749
C 1.17 5.52 -2.18  -0.4136
C 1.19 6.47 -1.15  -0.0829
C 0.47 7.64 -1.33  -0.0460
C -0.27 7.88 -2.48  -0.0357
C -0.28 6.95 -3.52  -0.0234
C 0.43 5.76 -3.29  -0.1020
C 3.60 3.95 -1.47  -0.3791
C 4.31 5.15 -1.20  -0.0588
C 5.67 5.12 -0.92  -0.0490
C 6.42 3.92 -1.04  -0.0173
C 5.72 2.76 -1.44  -0.0410
C 4.34 2.78 -1.50  -0.1121
H 0.62 4.16 -0.25  0.0224
H 1.65 6.30 -0.16  0.1306
H 0.31 8.31 -0.51  0.1147
H -0.73 8.85 -2.61  0.1219
H -0.89 7.14 -4.43  0.1362
H 0.36 5.02 -4.14  0.1384
H 3.76 6.07 -1.22  0.0917
H 6.30 6.02 -0.67  0.1396
H 7.46 3.99 -0.76  0.1172
H 6.15 1.81 -1.66  0.1123
H 3.78 1.86 -1.73  0.0999

***

(4)
The following is a quantum chemistry calculation of C40H42CeO5P2S5 as an isolated structure in a non-equilibrium geometry, from the OMol25 dataset.

## Properties
- Total charge: +2
- Multiplicity: 1
- HOMO-LUMO gap (alpha / beta): 6.414 / 6.415 eV

Each line ends with the Löwdin charge.
Cartesian coordinates (Å):
Ce -1.53 0.00 0.30  0.7475
C -4.10 -2.47 -1.20  -0.4447
C -4.28 -2.57 0.31  -0.4486
S -2.74 -2.60 1.27  0.9563
C -1.97 -4.10 0.63  -0.4738
C -0.73 -4.38 1.45  -0.4866
S 0.53 -3.08 1.32  0.9202
C 1.76 -3.95 0.30  -0.4893
C 1.35 -4.31 -1.12  -0.5032
S 1.60 -2.91 -2.25  0.9227
C 0.55 -3.40 -3.66  -0.4302
C -1.63 -2.37 -3.30  -0.1739
S -3.47 -0.86 -1.80  1.0093
H -5.07 -2.57 -1.68  0.0953
H -3.46 -3.26 -1.59  0.0672
H -4.83 -3.47 0.55  0.1012
H -4.83 -1.72 0.70  0.0839
H -1.71 -3.94 -0.42  0.0575
H -2.69 -4.91 0.72  0.1067
H -0.27 -5.32 1.15  0.0939
H -0.99 -4.47 2.51  0.0803
H 2.00 -4.86 0.85  0.0867
H 2.65 -3.32 0.32  0.0539
H 0.30 -4.61 -1.16  0.0600
H 1.95 -5.15 -1.48  0.0892
H 0.10 -4.37 -3.41  0.0965
H 1.20 -3.52 -4.52  0.0924
H -1.78 -3.29 -2.73  0.1202
H -2.44 -2.25 -4.02  0.1465
O -0.43 -2.46 -4.05  -0.1584
C -1.63 -1.15 -2.39  -0.7318
O -0.87 -1.26 -1.25  -0.3859
C -1.38 0.13 -3.19  -0.2791
P -1.12 1.57 -2.07  1.0553
C 0.68 1.70 -1.87  -0.3810
C 1.60 0.94 -2.60  -0.0704
C 2.95 1.22 -2.52  -0.0545
C 3.40 2.27 -1.73  -0.0402
C 2.49 3.03 -0.99  -0.0691
C 1.14 2.73 -1.04  -0.1189
C -1.57 2.96 -3.16  -0.3400
C -0.63 3.84 -3.70  -0.0638
C -1.05 4.82 -4.59  -0.0522
C -2.39 4.94 -4.93  -0.0511
C -3.33 4.08 -4.37  -0.0577
C -2.92 3.10 -3.48  -0.0960
H -2.24 0.34 -3.82  0.0975
H -0.53 -0.01 -3.84  0.0971
H 1.27 0.13 -3.23  0.0950
H 3.66 0.62 -3.08  0.1223
H 4.46 2.51 -1.69  0.1225
H 2.84 3.87 -0.40  0.1120
H 0.43 3.33 -0.48  0.1231
H 0.42 3.77 -3.44  0.1047
H -0.32 5.50 -5.01  0.1165
H -2.71 5.70 -5.63  0.1181
H -4.38 4.17 -4.62  0.1166
H -3.66 2.43 -3.04  0.1052
O -3.31 0.06 1.63  -0.4455
S -2.55 0.94 2.59  0.5446
O -3.33 1.65 3.52  -0.1542
O -1.70 1.76 1.65  -0.4362
C -1.42 -0.17 3.39  -0.3149
C -1.99 -0.96 4.40  -0.0353
C -1.18 -1.79 5.13  -0.0200
C 0.19 -1.82 4.88  -0.0179
C 0.75 -1.05 3.87  -0.0816
C -0.04 -0.21 3.11  -0.3338
P 0.72 0.89 1.83  1.0962
C 2.41 0.30 1.57  -0.3547
C 3.46 0.62 2.44  -0.0800
C 4.75 0.21 2.14  -0.0437
C 5.01 -0.49 0.97  -0.0426
C 3.97 -0.81 0.10  -0.0762
C 2.67 -0.41 0.40  -0.1191
C 0.93 2.44 2.79  -0.3126
C 0.17 2.79 3.90  -0.0635
C 0.39 4.00 4.55  -0.0445
C 1.37 4.87 4.10  -0.0485
C 2.13 4.54 2.99  -0.0493
C 1.91 3.33 2.34  -0.1047
H -3.05 -0.89 4.61  0.1388
H -1.60 -2.39 5.92  0.1279
H 0.84 -2.46 5.48  0.1278
H 1.82 -1.10 3.68  0.1101
H 3.27 1.17 3.35  0.1205
H 5.56 0.46 2.81  0.1186
H 6.02 -0.79 0.73  0.1189
H 4.17 -1.34 -0.82  0.1088
H 1.88 -0.63 -0.31  0.0667
H -0.59 2.14 4.31  0.0987
H -0.21 4.25 5.42  0.1196
H 1.54 5.81 4.61  0.1185
H 2.90 5.21 2.63  0.1164
H 2.51 3.07 1.48  0.0741

***

(5)
The following is a quantum chemistry calculation of C43H43HfN4O6Te as an isolated structure in a non-equilibrium geometry, from the OMol25 dataset.

## Properties
- Total charge: +2
- Multiplicity: 2
- HOMO-LUMO gap (alpha / beta): 5.924 / 8.666 eV

Each line ends with the Löwdin spin population.
Cartesian coordinates (Å):
Hf -1.50 1.64 1.42  0.0320
O 1.20 2.39 4.51  0.1049
C 0.11 2.32 3.75  0.2556
O 0.24 2.18 2.45  0.0840
C -1.18 2.38 4.30  0.1016
C -1.59 2.40 5.66  0.0696
C -2.91 2.28 5.95  0.0447
C -3.88 2.10 4.92  0.1000
C -3.45 2.12 3.63  0.0310
N -2.15 2.32 3.33  0.1525
C -4.29 1.81 2.40  -0.0004
O -5.46 1.56 2.44  0.0025
O -3.52 1.80 1.28  -0.0025
H 1.97 2.27 3.94  0.0014
H -0.85 2.49 6.44  0.0028
H -3.23 2.29 6.98  0.0003
H -4.93 1.93 5.14  0.0042
O -1.69 3.98 1.05  0.0059
C -0.66 4.98 0.82  0.0011
C -0.27 5.01 -0.64  0.0003
C -0.01 3.59 -1.18  0.0001
C -1.24 2.89 -1.69  0.0002
C -1.79 3.26 -2.90  0.0000
C -2.91 2.60 -3.38  0.0001
C -3.45 1.56 -2.64  0.0000
C -2.85 1.24 -1.44  0.0002
N -1.77 1.89 -0.96  0.0010
H -2.56 4.30 0.81  0.0003
H 0.17 4.66 1.45  0.0004
H -1.03 5.94 1.19  0.0001
H 0.63 5.62 -0.73  0.0001
H -1.04 5.50 -1.24  0.0000
H 0.47 2.99 -0.39  0.0001
H 0.72 3.63 -1.99  0.0000
H -1.35 4.07 -3.47  0.0000
H -3.35 2.88 -4.33  0.0000
H -4.31 1.00 -2.98  0.0000
H -3.25 0.45 -0.83  0.0000
C 5.43 -3.99 -2.88  0.0000
C 4.28 -3.15 -2.40  0.0000
C 4.37 -1.76 -2.35  0.0000
C 3.32 -0.96 -1.92  0.0000
C 3.53 0.53 -2.02  0.0000
C 2.13 -1.61 -1.52  0.0000
Te 0.58 -0.26 -1.13  -0.0001
N -0.40 -0.23 0.65  0.0004
C -1.11 -0.94 1.52  0.0017
O -1.76 -0.21 2.36  0.0024
C -1.26 -2.40 1.63  0.0002
C -2.53 -2.91 1.87  0.0001
C -2.70 -4.28 2.03  0.0000
C -1.60 -5.12 1.99  0.0001
C -0.32 -4.61 1.79  0.0000
C -0.16 -3.24 1.59  0.0002
C -0.87 -1.21 -2.32  0.0000
C -1.93 -1.91 -1.77  0.0000
C -2.88 -2.48 -2.61  0.0000
C -2.75 -2.35 -3.99  0.0000
C -1.67 -1.65 -4.51  0.0000
C -0.71 -1.06 -3.70  0.0000
C 0.44 -0.33 -4.34  0.0000
C 1.98 -3.00 -1.60  0.0000
C 0.73 -3.77 -1.29  0.0000
C 3.08 -3.74 -2.03  0.0000
H 6.34 -3.40 -2.95  0.0000
H 5.22 -4.40 -3.86  0.0000
H 5.60 -4.82 -2.20  0.0000
H 5.29 -1.29 -2.67  0.0000
H 4.59 0.74 -2.10  0.0000
H 3.15 1.08 -1.17  0.0000
H 3.06 0.94 -2.92  0.0000
H -3.38 -2.24 1.95  0.0000
H -3.69 -4.69 2.21  0.0000
H -1.72 -6.19 2.14  0.0000
H 0.54 -5.26 1.79  0.0000
H 0.84 -2.84 1.44  0.0000
H -2.04 -2.03 -0.70  0.0000
H -3.71 -3.03 -2.19  0.0000
H -3.48 -2.79 -4.65  0.0000
H -1.58 -1.54 -5.59  0.0000
H 0.15 0.03 -5.33  0.0000
H 1.31 -0.98 -4.46  0.0000
H 0.77 0.55 -3.78  0.0000
H -0.04 -3.19 -0.79  0.0000
H 0.95 -4.62 -0.65  0.0000
H 0.29 -4.15 -2.21  0.0000
H 2.98 -4.82 -2.08  0.0000
C 4.24 0.81 3.14  0.0000
C 3.89 1.88 2.33  0.0000
C 2.99 1.65 1.30  0.0001
N 2.45 0.46 1.04  0.0000
C 2.81 -0.56 1.82  0.0003
C 3.69 -0.43 2.89  0.0001
H 4.94 0.95 3.96  0.0000
H 4.30 2.87 2.48  0.0000
H 2.69 2.47 0.65  0.0001
H 2.38 -1.52 1.60  0.0000
H 3.93 -1.29 3.49  0.0000

***

(6)
The following is a quantum chemistry calculation of one molecule with the formula C6H4F4O in a non-equilibrium geometry, from the OMol25 dataset.

## Properties
- Energy above the lowest of the compared OMol25 structures with the same formula, charge and spin: 48.3 kcal per mole
- Multiplicity: 1
- HOMO-LUMO gap (alpha / beta): 7.989 / 7.994 eV

Each line ends with the Löwdin charge.
Cartesian coordinates (Å):
C -1.47 0.45 0.08  -0.2646
C 0.87 1.20 0.05  -0.2454
C -1.34 -0.83 0.33  -0.0821
C 1.26 -0.09 0.26  -0.2510
C -0.43 1.43 -0.55  -0.0454
C 0.81 -1.23 -0.46  -0.1254
O 1.05 -2.48 -0.20  0.1019
F -2.68 1.05 0.28  0.0323
F 1.27 2.22 0.81  0.0950
F -2.06 -1.79 0.79  0.1076
F 2.31 -0.30 1.01  0.1196
H -0.42 1.37 -1.62  0.1170
H -0.71 2.46 -0.17  0.1575
H 0.22 -0.99 -1.34  0.1398
H 1.33 -2.48 0.73  0.1431

***

(7)
The following is a quantum chemistry calculation of one molecule with the formula C3H6FNOS in a non-equilibrium geometry, from the OMol25 dataset.

## Properties
- Multiplicity: 3
- HOMO-LUMO gap (alpha / beta): 6.000 / 6.339 eV

Each line ends with the Löwdin spin population.
Cartesian coordinates (Å):
C 1.37 3.11 1.36  0.0911
C -0.15 0.39 -1.26  0.0648
C -0.18 -0.32 1.17  0.0627
N 0.42 0.55 0.11  0.7814
O 1.28 4.25 1.61  0.0958
F 2.32 2.31 1.72  0.0096
S 0.00 2.30 0.56  0.8054
H -1.25 0.43 -1.39  0.0228
H 0.46 1.24 -1.82  0.0064
H 0.13 -0.67 -1.61  0.0213
H -1.30 -0.36 1.28  0.0199
H 0.29 -1.32 0.91  0.0075
H 0.22 0.03 2.19  0.0114